[1]
DFT (ωB97M-V with the def2-TZVPD basis set) results for a 8-piece molecular cluster, C20H59N7O11 overall at a distorted geometry.

The geometry in XYZ format:
```
97
C20H59N7O11 (ωB97M-V with the def2-TZVPD basis set)
C -0.536 4.613 0.536
O -1.549 4.472 1.221
N -0.165 5.827 0.035
N 0.288 3.572 0.191
H -0.855 6.536 0.218
H 0.551 5.960 -0.651
H 0.051 2.626 0.421
H 1.079 3.732 -0.401
C -3.597 1.206 0.925
O -4.527 1.909 1.306
N -2.333 1.717 0.685
N -3.633 -0.156 0.832
H -2.260 2.707 0.925
H -1.593 1.040 0.644
H -2.851 -0.531 0.324
H -4.530 -0.605 0.838
C 3.255 -5.141 -3.184
O 4.023 -4.043 -2.734
C 3.559 -3.506 -1.501
C 2.385 -2.520 -1.725
N 2.783 -1.121 -1.629
C 3.655 -0.720 -2.753
C 4.629 0.389 -2.451
O 3.981 1.454 -1.781
C 4.894 2.375 -1.151
H 2.202 -4.853 -3.287
H 3.347 -6.023 -2.548
H 3.609 -5.331 -4.196
H 4.398 -3.047 -0.983
H 3.190 -4.306 -0.846
H 1.697 -2.674 -0.891
H 1.797 -2.734 -2.614
H 3.244 -0.845 -0.768
H 2.989 -0.308 -3.530
H 4.076 -1.604 -3.239
H 5.131 0.683 -3.378
H 5.369 -0.009 -1.736
H 4.644 3.343 -1.582
H 5.938 2.076 -1.207
H 4.577 2.354 -0.109
C -0.720 -4.192 8.796
O 0.245 -4.589 7.813
C -0.196 -4.473 6.481
C -0.249 -3.022 6.017
N -0.411 -2.943 4.567
C -0.246 -1.576 4.035
C -1.283 -1.217 2.975
O -0.701 -1.252 1.670
C -0.460 -2.537 1.162
H -0.897 -3.113 8.722
H -0.115 -4.285 9.699
H -1.636 -4.775 8.737
H -1.138 -5.005 6.314
H 0.528 -4.986 5.833
H 0.580 -2.431 6.420
H -1.193 -2.672 6.457
H 0.318 -3.543 4.191
H 0.769 -1.451 3.639
H -0.241 -0.902 4.895
H -1.650 -0.201 3.116
H -2.138 -1.894 2.982
H -1.264 -3.281 1.099
H 0.364 -2.972 1.742
H -0.179 -2.486 0.111
C -4.045 5.292 -2.673
O -4.320 3.964 -2.250
C -4.707 3.093 -3.286
C -4.425 1.652 -2.852
N -3.092 1.406 -2.306
C -2.037 1.308 -3.317
C -0.700 1.945 -2.898
O 0.244 1.523 -3.873
C 1.566 1.781 -3.415
H -4.875 5.729 -3.230
H -3.140 5.227 -3.286
H -3.839 5.855 -1.767
H -4.097 3.269 -4.183
H -5.794 3.171 -3.393
H -4.608 1.007 -3.714
H -5.081 1.395 -2.014
H -2.956 2.088 -1.568
H -2.419 1.714 -4.260
H -1.773 0.269 -3.554
H -0.444 1.500 -1.934
H -0.852 3.028 -2.908
H 1.671 2.817 -3.080
H 2.252 1.535 -4.225
H 1.834 1.123 -2.584
O -1.969 -1.258 -1.277
H -1.897 -1.663 -2.146
H -2.088 -0.305 -1.481
O 0.605 0.559 -0.234
H 0.945 -0.028 -0.933
H 0.035 0.004 0.322
O 3.289 0.601 1.093
H 3.379 1.139 0.299
H 2.333 0.546 1.227
```

E ... -54647.6218 eV
Gap between HOMO and LUMO ... 0.3309 Ha
HOMO level ... -8.5846 eV
Net charge ... 0
SMILES ... COCCNCCOC.COCCNCCOC.COCCNCCOC.NC(N)=O.NC(N)=O.O.O.O

[2]
DFT (ωB97M-V with the def2-TZVPD basis set) results for a 9-piece molecular cluster, C20H59NO17 overall at a distorted geometry.

The geometry in XYZ format:
```
97
C20H59NO17 (ωB97M-V with the def2-TZVPD basis set)
C 1.354 5.738 -3.873
C 0.464 5.933 -2.622
C 1.282 5.448 -1.411
O 1.408 4.033 -1.446
C 0.202 3.459 -0.911
N 0.127 7.369 -2.453
H 0.800 5.869 -4.813
H 1.701 4.706 -3.953
H 2.128 6.490 -4.033
H -0.490 5.430 -2.751
H 0.968 5.786 -0.418
H 2.244 5.965 -1.504
H -0.708 3.792 -1.400
H 0.092 3.675 0.159
H 0.443 2.397 -0.895
H -0.157 7.806 -3.323
H 1.032 7.804 -2.273
C 2.128 -5.969 0.383
C 2.070 -4.472 0.099
O 1.088 -3.902 0.959
O 2.897 -6.224 1.560
H 2.618 -6.466 -0.464
H 1.107 -6.352 0.454
H 1.723 -4.312 -0.929
H 3.000 -3.954 0.337
H 0.549 -3.234 0.538
H 3.450 -6.975 1.333
C 2.623 0.393 -3.380
C 3.405 1.682 -3.496
O 3.439 2.388 -2.271
O 1.235 0.639 -3.043
H 2.970 -0.189 -2.521
H 2.726 -0.224 -4.276
H 2.933 2.324 -4.253
H 4.408 1.458 -3.860
H 2.564 2.816 -2.203
H 0.759 -0.128 -3.374
C 4.239 -1.513 3.617
C 3.970 -2.153 2.240
O 4.419 -3.492 2.313
O 3.236 -1.958 4.502
H 4.181 -0.417 3.556
H 5.216 -1.824 4.008
H 4.558 -1.621 1.486
H 2.915 -1.881 2.123
H 4.866 -3.701 1.491
H 3.190 -1.464 5.320
C 1.402 2.773 2.036
C 2.013 2.596 3.408
O 1.588 1.363 3.998
O 1.798 1.734 1.148
H 1.828 3.727 1.703
H 0.325 2.902 1.978
H 1.928 3.472 4.065
H 3.113 2.559 3.348
H 2.050 1.344 4.844
H 2.712 1.843 0.868
C -4.820 -0.700 1.322
C -6.096 -0.032 0.774
O -5.935 0.368 -0.577
O -4.594 -1.976 0.765
H -4.829 -0.814 2.402
H -4.039 0.005 1.014
H -6.375 0.830 1.382
H -6.962 -0.700 0.864
H -5.882 -0.452 -1.084
H -4.711 -1.984 -0.197
C -1.424 -1.291 -0.514
C -0.074 -0.645 -0.268
O 0.190 -0.552 1.139
O -1.547 -2.571 0.059
H -1.493 -1.414 -1.604
H -2.222 -0.626 -0.167
H 0.060 0.257 -0.855
H 0.601 -1.464 -0.548
H 0.719 0.258 1.263
H -2.465 -2.850 -0.022
C -1.248 -0.945 4.702
C -1.228 -2.209 3.898
O 0.023 -2.397 3.257
O -1.227 0.224 3.868
H -0.325 -0.771 5.278
H -2.034 -0.758 5.443
H -1.964 -2.259 3.082
H -1.496 -3.086 4.497
H 0.016 -1.786 2.482
H -0.370 0.651 3.844
C -4.980 -2.475 -4.397
C -4.266 -2.008 -3.117
O -4.984 -2.548 -1.986
O -5.035 -3.882 -4.452
H -4.399 -2.104 -5.249
H -5.962 -1.995 -4.350
H -4.349 -0.920 -3.092
H -3.206 -2.267 -3.103
H -5.483 -3.272 -2.389
H -5.712 -4.125 -5.090
```

E ... -57987.9454 eV
Gap between HOMO and LUMO ... 0.3198 Ha
HOMO level ... -8.4368 eV
Net charge ... 0
SMILES ... COC[C@H](C)N.OCCO.OCCO.OCCO.OCCO.OCCO.OCCO.OCCO.OCCO

[3]
DFT (ωB97M-V with the def2-TZVPD basis set) results for C20H60Ba2F6O16 as an isolated structure at a distorted geometry.

The geometry in XYZ format:
```
104
C20H60Ba2F6O16 (ωB97M-V with the def2-TZVPD basis set)
Ba -1.301 3.640 3.009
Ba 1.738 4.441 0.616
C 0.313 1.008 0.472
O -0.933 0.781 -0.166
O 0.231 2.180 1.145
C 0.668 -0.219 1.322
F -0.425 -0.823 1.786
F 1.395 -1.086 0.644
F 1.419 0.137 2.413
C -0.911 -0.165 -1.245
C -2.315 -0.235 -1.814
H -2.354 -0.591 -2.840
H -2.923 -0.880 -1.185
H -2.761 0.766 -1.802
H -0.652 -1.168 -0.879
H -0.148 0.080 -1.991
H 1.052 1.062 -0.351
C 4.420 2.725 -0.443
O 4.092 2.947 0.962
O 3.357 3.126 -1.142
C 5.774 3.421 -0.705
F 6.566 2.587 -1.377
F 5.635 4.530 -1.410
F 6.409 3.731 0.447
C 4.274 1.884 1.874
C 4.223 2.463 3.291
H 4.334 1.676 4.036
H 5.043 3.169 3.402
H 3.266 2.977 3.482
H 5.264 1.433 1.753
H 3.527 1.097 1.730
H 4.570 1.638 -0.574
C -5.562 -0.166 -2.458
O -5.512 0.873 -3.404
H -6.540 -0.663 -2.446
H -4.803 -0.925 -2.673
H -5.383 0.135 -1.421
H -5.428 0.442 -4.264
C -3.381 -0.240 -5.788
O -4.315 -1.262 -5.347
H -3.677 0.144 -6.764
H -3.349 0.539 -5.029
H -2.373 -0.662 -5.851
H -4.324 -1.901 -6.067
C -0.769 3.663 -2.383
O -0.166 4.785 -1.678
H -0.416 2.710 -1.981
H -1.855 3.689 -2.286
H -0.488 3.746 -3.425
H -0.686 4.881 -0.874
C -1.033 -3.868 2.369
O -0.754 -5.253 2.436
H -1.536 -3.642 1.419
H -1.656 -3.487 3.185
H -0.089 -3.327 2.389
H -1.590 -5.724 2.372
C -0.534 -2.642 -4.054
O 0.189 -3.844 -4.057
H -0.708 -2.267 -5.072
H -1.498 -2.780 -3.550
H 0.042 -1.867 -3.550
H -0.320 -4.513 -4.523
C 0.986 1.905 5.629
O 0.390 1.836 4.306
H 0.224 2.181 6.356
H 1.427 0.950 5.893
H 1.754 2.682 5.663
H 0.835 1.129 3.819
C -3.500 -3.795 -1.380
O -3.900 -5.051 -1.888
H -3.507 -3.031 -2.167
H -4.155 -3.478 -0.557
H -2.487 -3.902 -0.997
H -4.768 -4.962 -2.293
C -3.740 -0.792 2.181
O -4.158 -2.043 2.682
H -4.520 -0.027 2.286
H -2.845 -0.511 2.730
H -3.489 -0.844 1.114
H -4.912 -2.348 2.169
C 4.696 -2.346 1.241
O 5.977 -2.159 0.677
H 4.307 -1.395 1.632
H 3.965 -2.758 0.536
H 4.754 -3.068 2.055
H 5.883 -1.967 -0.259
C -3.876 2.838 0.467
O -2.800 2.181 1.176
H -4.201 2.242 -0.386
H -4.738 2.916 1.130
H -3.581 3.830 0.108
H -2.255 1.627 0.560
C 2.661 -0.117 -2.256
O 2.149 1.094 -2.733
H 2.920 -0.101 -1.188
H 1.912 -0.904 -2.407
H 3.541 -0.458 -2.815
H 2.621 1.825 -2.295
C 3.811 -1.135 4.656
O 3.879 -2.157 5.630
H 3.102 -1.332 3.843
H 3.484 -0.179 5.113
H 4.813 -0.980 4.268
H 3.011 -2.305 6.017
```

E ... -72148.1971 eV
Gap between HOMO and LUMO ... 0.1848 Ha
HOMO level ... -13.4946 eV
Net charge ... +2

[4]
DFT (ωB97M-V with the def2-TZVPD basis set) results for C20H60CsIO20 as an isolated structure at a distorted geometry.

The geometry in XYZ format:
```
102
C20H60CsIO20 (ωB97M-V with the def2-TZVPD basis set)
Cs 10.902 8.521 12.648
I 8.139 11.478 10.650
C 10.469 14.442 6.797
C 9.329 14.397 7.868
O 9.955 13.772 9.008
O 11.736 14.662 7.422
H 10.304 15.321 6.112
H 10.499 13.525 6.198
H 8.438 13.775 7.644
H 9.088 15.421 8.187
H 9.376 13.093 9.403
H 11.542 14.689 8.396
C 10.068 5.092 11.052
C 10.650 5.474 9.714
O 11.039 6.830 9.837
O 8.823 5.831 11.306
H 10.849 5.296 11.805
H 9.898 4.006 11.157
H 9.970 5.332 8.873
H 11.540 4.923 9.601
H 10.707 7.366 9.097
H 8.698 6.391 10.517
C 11.096 13.988 17.742
C 12.097 13.799 18.804
O 13.363 13.918 18.117
O 11.107 15.296 17.185
H 10.105 13.837 18.169
H 11.268 13.229 16.984
H 12.151 12.838 19.248
H 12.093 14.489 19.613
H 13.976 14.068 18.794
H 11.866 15.443 16.645
C 8.479 8.947 7.594
C 9.602 9.865 7.126
O 10.843 9.249 7.549
O 8.523 8.495 8.903
H 8.527 8.018 7.042
H 7.538 9.501 7.368
H 9.447 10.818 7.669
H 9.527 10.094 6.074
H 11.449 10.003 7.787
H 8.603 9.245 9.489
C 12.113 15.585 13.844
C 10.707 15.638 13.296
O 9.898 16.374 14.192
O 12.921 16.685 14.029
H 12.688 14.926 13.262
H 12.042 15.095 14.814
H 10.379 14.639 13.132
H 10.683 16.129 12.262
H 9.865 15.828 14.975
H 12.360 17.338 14.483
C 7.393 7.448 14.216
C 7.290 8.637 13.307
O 8.274 9.592 13.675
O 8.593 6.783 13.910
H 6.534 6.739 14.122
H 7.347 7.825 15.239
H 6.277 9.162 13.323
H 7.478 8.444 12.268
H 8.180 10.330 13.102
H 8.502 6.137 13.162
C 7.019 15.602 11.647
C 6.409 15.134 13.007
O 6.909 15.868 14.132
O 8.340 14.984 11.511
H 7.335 16.610 11.797
H 6.365 15.487 10.819
H 6.741 14.044 13.114
H 5.309 15.158 12.954
H 7.756 16.252 13.894
H 8.285 14.015 11.401
C 12.876 12.445 9.436
C 13.040 11.544 10.662
O 11.916 10.890 11.150
O 12.657 11.671 8.145
H 13.788 12.976 9.207
H 11.995 13.272 9.604
H 13.389 12.212 11.462
H 13.847 10.871 10.482
H 11.060 11.192 10.755
H 12.250 12.367 7.591
C 13.593 11.480 15.300
C 12.524 11.920 14.269
O 11.340 11.141 14.408
O 13.090 11.361 16.599
H 14.454 12.141 15.234
H 14.020 10.507 15.018
H 12.965 11.745 13.284
H 12.324 12.969 14.488
H 10.931 11.531 15.167
H 13.330 12.168 17.120
C 7.298 12.672 15.444
C 7.535 11.660 16.639
O 7.310 12.140 17.965
O 7.861 13.877 15.928
H 6.186 12.866 15.453
H 7.808 12.105 14.544
H 8.527 11.384 16.520
H 6.864 10.760 16.617
H 7.595 13.069 17.935
H 7.566 14.718 15.482
```

E ... -71308.2502 eV
Gap between HOMO and LUMO ... 0.3188 Ha
HOMO level ... -8.7727 eV
Net charge ... 0

[5]
DFT (ωB97M-V with the def2-TZVPD basis set) results for a 8-piece molecular cluster, C20H60N12O8 overall at a distorted geometry.

The geometry in XYZ format:
```
100
C20H60N12O8 (ωB97M-V with the def2-TZVPD basis set)
C -5.281 -11.529 -12.510
O -5.606 -10.470 -11.973
N -5.663 -11.875 -13.771
N -4.624 -12.510 -11.803
H -6.445 -11.332 -14.104
H -5.480 -12.784 -14.178
H -4.549 -12.357 -10.814
H -4.610 -13.463 -12.117
C -5.122 -9.884 -18.427
O -4.455 -10.097 -19.440
N -4.851 -10.420 -17.205
N -6.285 -9.159 -18.476
H -5.625 -10.407 -16.558
H -4.117 -11.099 -17.119
H -6.733 -8.913 -17.608
H -6.554 -8.764 -19.357
C -7.690 -8.840 -14.704
O -7.167 -9.833 -15.228
N -8.741 -8.191 -15.257
N -7.176 -8.352 -13.539
H -9.144 -8.530 -16.119
H -9.149 -7.392 -14.807
H -6.591 -8.945 -12.957
H -7.422 -7.417 -13.272
C -1.305 -11.973 -19.391
O -0.108 -12.177 -19.425
N -2.006 -11.184 -20.261
N -2.178 -12.606 -18.505
H -2.985 -10.980 -20.071
H -1.541 -10.748 -21.032
H -1.852 -13.278 -17.838
H -3.164 -12.497 -18.663
C 0.066 -8.195 -16.619
C -0.080 -9.414 -15.720
C -1.513 -9.687 -15.304
O -2.047 -8.553 -14.682
C -3.405 -8.684 -14.334
N 0.421 -10.628 -16.349
H 1.128 -7.982 -16.783
H -0.270 -7.283 -16.109
H -0.422 -8.294 -17.587
H 0.519 -9.266 -14.817
H -1.498 -10.571 -14.652
H -2.077 -9.944 -16.217
H -3.821 -7.683 -14.247
H -3.516 -9.337 -13.462
H -4.016 -9.185 -15.100
H 1.351 -10.647 -16.736
H -0.192 -11.029 -17.047
C -6.137 -16.181 -16.822
C -5.859 -14.784 -16.272
C -6.963 -13.833 -16.669
O -6.756 -13.439 -18.024
C -7.636 -12.406 -18.397
N -5.706 -14.776 -14.803
H -6.562 -16.155 -17.832
H -6.837 -16.754 -16.207
H -5.248 -16.803 -16.969
H -4.911 -14.479 -16.721
H -6.968 -12.929 -16.044
H -7.951 -14.310 -16.604
H -8.689 -12.707 -18.344
H -7.444 -12.194 -19.452
H -7.453 -11.491 -17.825
H -6.624 -14.840 -14.368
H -5.247 -15.642 -14.535
C -5.358 -6.842 -22.244
C -4.026 -6.159 -21.993
C -3.064 -7.141 -21.360
O -1.746 -6.628 -21.336
C -0.912 -7.486 -20.577
N -3.462 -5.677 -23.248
H -5.244 -7.707 -22.904
H -6.055 -6.148 -22.716
H -5.853 -7.249 -21.356
H -4.201 -5.343 -21.273
H -3.044 -8.028 -22.018
H -3.385 -7.475 -20.371
H -0.636 -8.337 -21.214
H -1.388 -7.842 -19.663
H 0.017 -6.968 -20.344
H -3.834 -4.793 -23.562
H -2.464 -5.562 -23.106
C -9.523 -8.258 -20.054
C -9.563 -9.732 -19.624
C -10.647 -10.027 -18.603
O -10.524 -9.154 -17.509
C -11.683 -9.134 -16.695
N -9.730 -10.649 -20.757
H -9.313 -7.614 -19.203
H -10.455 -8.012 -20.562
H -8.700 -8.169 -20.766
H -8.591 -10.017 -19.208
H -10.597 -11.084 -18.325
H -11.607 -9.862 -19.123
H -12.471 -8.553 -17.188
H -11.429 -8.673 -15.744
H -12.073 -10.137 -16.503
H -8.884 -10.696 -21.311
H -10.456 -10.305 -21.378
```

E ... -55977.6356 eV
Gap between HOMO and LUMO ... 0.3167 Ha
HOMO level ... -8.3213 eV
Net charge ... 0
SMILES ... COC[C@H](C)N.COC[C@H](C)N.COC[C@H](C)N.COC[C@H](C)N.NC(N)=O.NC(N)=O.NC(N)=O.NC(N)=O